Record 1
Density functional theory data (the ωB97M-V functional and the def2-TZVPD basis) for the molecule C3HN3O at a distorted geometry.

Structure (XYZ):
```
8
Properties=species:S:1:pos:R:3:forces:R:3:mulliken_charge:R:1
N 2.31505 1.18652 -0.00344 0.2 0.2 0.0 -0.3667
C 1.36751 0.54828 -0.08170 0.0 -0.7 -0.1 0.3794
N 0.20942 -0.15999 -0.13621 -1.0 1.4 0.2 -0.0346
C 0.11743 -1.51541 -0.10501 0.4 0.8 0.5 0.3861
N 0.02094 -2.64897 0.03544 -0.1 -0.3 -0.2 -0.3358
C -1.00049 0.65988 0.06463 -1.3 -0.7 -0.4 -0.0334
O -1.11686 1.83119 -0.02573 1.5 0.4 0.0 -0.3645
H -1.91300 0.09850 0.25201 0.2 -1.1 0.1 0.3695
```
Forces are in eV/Å.

Calculated values
HOMO energy ... -11.4736 eV
Strongest force on any atom ... 1.8 eV Å⁻¹
Relative energy (zero: lowest compared OMol25 entry of this formula, charge and spin) ... 2.9 kcal/mol
Frontier orbital gap ... 11.570 eV
Energy ... -9642.6905 eV
SMILES ... N#CN(C#N)C=O

Record 2
Density functional theory data (the ωB97M-V functional and the def2-TZVPD basis) for the molecule C16H23NO2.

Structure (XYZ):
```
42
Properties=species:S:1:pos:R:3:forces:R:3:mulliken_charge:R:1
C 0.77810 -1.60540 3.99855 -0.1 0.3 0.3 -0.6634
O 1.12132 -2.51446 2.96625 -0.1 -0.3 -0.5 -0.5369
C 0.19506 -2.59144 1.94739 0.0 0.0 -0.1 0.1812
C -0.93324 -3.38861 2.09586 0.1 0.0 0.1 -0.2931
C -1.83940 -3.52111 1.06047 0.0 0.0 0.0 -0.4994
C -1.61901 -2.85998 -0.13529 -0.1 0.0 -0.1 -0.7754
C -0.49743 -2.06545 -0.28551 0.0 -0.1 0.1 -0.3015
C 0.42024 -1.91406 0.74571 0.1 -0.2 0.2 0.7718
C 1.60535 -0.99798 0.60459 -0.1 0.1 0.3 -1.1347
C 1.09402 0.42726 0.80358 0.4 -0.4 -0.2 0.6429
O 0.96914 0.93608 1.89847 0.0 0.1 0.4 -0.7272
N 0.75886 1.05042 -0.34245 -0.1 0.2 -0.6 0.0597
C 0.12292 2.35076 -0.38257 -0.2 0.4 0.3 -0.3099
C -1.33460 2.23258 -0.84248 0.1 -0.2 0.0 -1.0215
C -1.43872 1.86154 -2.31965 -0.1 0.5 0.1 -0.6164
C -0.69019 2.86675 -3.19570 0.1 -0.4 -0.2 0.6477
C -0.80548 2.49672 -4.67186 0.0 0.2 0.3 -1.6980
C 0.77470 2.93472 -2.76233 -0.3 0.4 0.2 -0.7603
C 0.89739 3.31227 -1.28782 0.1 -0.2 0.0 -1.0242
H -0.18827 -1.85982 4.44652 0.0 0.0 0.0 0.3343
H 1.56179 -1.69495 4.74846 -0.1 0.0 0.0 0.2493
H 0.74367 -0.57935 3.61874 0.0 -0.1 0.0 0.1859
H -1.08461 -3.90870 3.03024 0.0 -0.1 0.1 0.4757
H -2.71326 -4.14294 1.18515 -0.1 -0.1 0.0 0.3805
H -2.31990 -2.96287 -0.95038 0.0 0.0 -0.1 0.4104
H -0.33023 -1.55657 -1.22478 0.0 0.1 -0.1 0.3457
H 2.32986 -1.22605 1.38611 0.0 0.1 -0.1 0.3970
H 2.07008 -1.10807 -0.37582 0.0 0.0 0.0 0.4297
H 0.85593 0.56435 -1.21824 0.1 -0.1 0.1 0.2717
H 0.14946 2.71508 0.65014 0.0 -0.1 -0.2 0.4456
H -1.84238 1.48360 -0.23113 0.0 0.1 0.1 0.4224
H -1.82710 3.19252 -0.67711 -0.1 0.1 0.0 0.3985
H -1.03078 0.86137 -2.48546 0.0 -0.1 -0.1 0.1212
H -2.49101 1.83275 -2.61020 0.0 -0.1 0.0 0.3819
H -1.13975 3.85508 -3.04710 0.0 0.0 0.0 0.2024
H -0.28570 3.22458 -5.29061 0.1 0.0 -0.1 0.4141
H -1.84843 2.46788 -4.97882 -0.1 0.0 -0.1 0.4074
H -0.36796 1.51731 -4.85639 0.1 -0.1 0.0 0.3565
H 1.30259 3.67445 -3.36798 0.1 -0.1 -0.1 0.3694
H 1.25185 1.96846 -2.94444 0.1 -0.1 -0.1 0.2725
H 1.94749 3.32085 -0.98955 0.0 0.1 0.1 0.3843
H 0.49864 4.31764 -1.14086 0.0 0.1 0.0 0.4021
```
Forces are in eV/Å.

Calculated values
HOMO energy ... -8.9086 eV
Strongest force on any atom ... 0.6 eV Å⁻¹
Relative energy (zero: lowest compared OMol25 entry of this formula, charge and spin) ... 3.4 kcal/mol
Frontier orbital gap ... 9.635 eV
Energy ... -22551.2042 eV
SMILES ... COc1ccccc1CC(=O)N[C@H]1CC[C@@H](C)CC1

Record 3
Density functional theory data (the ωB97M-V functional and the def2-TZVPD basis) for a structure of composition C5H8Cl at a distorted geometry.

Structure (XYZ):
```
14
Properties=species:S:1:pos:R:3:forces:R:3:mulliken_spin:R:1
Cl 2.83702 0.15052 -1.40977 1.3 -0.4 -1.2 0.3694
H 1.79860 0.68099 -0.65542 -0.5 0.5 0.8 -0.0412
C 1.16922 0.86334 0.53483 -0.3 0.4 1.2 0.6128
H 1.82522 0.37916 1.25754 0.4 0.1 -0.4 -0.0022
H 1.07558 1.94518 0.70884 0.3 -0.4 -0.3 -0.0015
C -0.13302 0.17172 0.43753 -1.8 0.4 2.1 -0.0035
C -1.00716 0.49048 1.44100 0.9 -0.5 -1.5 0.0552
C -0.31526 -0.77969 -0.63737 -0.2 -1.1 -1.7 0.0178
C -1.43356 -1.22478 -1.24650 0.4 0.3 0.3 -0.0154
H -2.01745 0.08281 1.49770 0.4 0.0 0.2 0.0105
H -0.61628 1.15601 2.20832 -0.6 0.0 -0.1 -0.0022
H 0.63015 -1.13384 -1.07726 -0.5 0.5 -0.1 0.0000
H -1.39376 -1.65086 -2.26500 0.1 -0.3 1.0 0.0005
H -2.41931 -1.13105 -0.79445 0.1 0.5 -0.3 -0.0002
```
Forces are in eV/Å.

Calculated values
HOMO energy (alpha / beta) ... -8.9028 / -8.9198 eV
Strongest force on any atom ... 2.8 eV Å⁻¹
Relative energy (zero: lowest compared OMol25 entry of this formula, charge and spin) ... 30.3 kcal/mol
Frontier orbital gap (alpha / beta) ... 9.269 / 7.028 eV
Energy ... -17833.2956 eV
2S+1 ... 2

Record 4
Density functional theory data (the ωB97M-V functional and the def2-TZVPD basis) for a structure of composition C3H3CuLiO3 at a distorted geometry.

Structure (XYZ):
```
11
Properties=species:S:1:pos:R:3:forces:R:3:mulliken_spin:R:1
C 3.03274 -1.00307 1.32272 0.0 -0.4 0.1 -0.0014
C 4.26052 -0.92791 1.34386 -1.1 0.3 -0.1 0.0011
H 3.74594 -1.99709 1.80178 0.3 0.0 0.0 0.0000
H 1.94268 -1.21017 1.32414 0.9 0.4 0.0 -0.0002
H 5.32463 -0.71589 1.29210 -0.2 -0.3 0.2 0.0001
C 1.44893 2.68283 0.10225 0.3 0.4 -0.3 -0.0503
O 2.36844 1.91625 -0.27501 0.9 -0.8 -0.9 0.0848
O 0.70605 3.25006 -0.79158 -0.1 0.0 -0.3 0.8351
Cu 3.50132 1.51709 -2.19261 -0.9 0.6 1.0 -0.0051
O 1.18367 3.00824 1.27708 -0.3 0.0 0.5 0.1380
Li 0.12458 4.10402 2.29253 0.2 -0.1 -0.2 -0.0021
```
Forces are in eV/Å.

Calculated values
HOMO energy (alpha / beta) ... -17.7173 / -17.9479 eV
Strongest force on any atom ... 1.5 eV Å⁻¹
Relative energy (zero: lowest compared OMol25 entry of this formula, charge and spin) ... 84.4 kcal/mol
Frontier orbital gap (alpha / beta) ... 9.340 / 9.173 eV
Energy ... -54125.1813 eV
2S+1 ... 2
Total charge ... +2

Record 5
Density functional theory data (the ωB97M-V functional and the def2-TZVPD basis) for the molecule C5H3N at a distorted geometry.

Structure (XYZ):
```
9
Properties=species:S:1:pos:R:3:forces:R:3:mulliken_charge:R:1
C 0.49529 0.45900 0.44223 -0.3 1.2 0.6 -0.4868
C 0.50674 -1.35404 -1.50207 -0.2 -0.4 -0.7 -0.1096
C -0.76424 0.81933 1.15786 4.3 3.3 2.0 0.2827
C 0.21941 -0.37404 -0.55244 0.6 0.0 0.2 0.5755
C -0.78341 -1.11163 -1.24105 0.5 0.0 -0.2 -0.6650
N -1.91815 0.53357 1.10391 -3.1 -1.0 -0.1 -0.4522
H 1.33965 1.14479 0.70482 -0.6 -1.3 -0.8 0.2890
H 1.32708 -1.86039 -1.97442 0.0 -0.2 0.0 0.3509
H -0.42237 1.74341 1.86114 -1.2 -1.5 -0.9 0.2156
```
Forces are in eV/Å.

Calculated values
HOMO energy (alpha / beta) ... -8.9757 / -8.9448 eV
Strongest force on any atom ... 5.7 eV Å⁻¹
Relative energy (zero: lowest compared OMol25 entry of this formula, charge and spin) ... 119.4 kcal/mol
Frontier orbital gap (alpha / beta) ... 8.430 / 6.404 eV
Energy ... -6715.5470 eV

Record 6
Density functional theory data (the ωB97M-V functional and the def2-TZVPD basis) for the molecule CH5NO2S2 at a distorted geometry.

Structure (XYZ):
```
11
Properties=species:S:1:pos:R:3:forces:R:3:mulliken_charge:R:1
C 0.33300 -1.42515 -1.62051 3.5 2.3 4.1 -1.0853
N -0.82803 1.62674 2.08397 -1.6 0.7 0.8 -0.4542
O -0.53936 -1.42294 0.84802 0.0 -0.3 0.3 -0.5251
O 0.39933 0.77457 -0.13085 -0.1 -0.5 -0.1 -0.4384
S 0.42234 1.90401 1.31582 -0.9 0.1 -2.7 0.2961
S -0.69844 -0.57513 -0.32017 1.4 1.2 -0.6 0.6174
H 0.39819 -1.07333 -2.56731 0.0 2.4 -2.7 0.4465
H 1.42048 -1.51401 -1.20328 -2.0 0.4 -0.5 0.2584
H 0.04760 -2.35651 -1.82492 -1.9 -4.1 0.3 0.4415
H -0.83891 1.01217 2.87190 0.6 -0.5 0.3 0.2474
H -0.11620 3.04957 0.54734 1.1 -1.7 0.8 0.1958
```
Forces are in eV/Å.

Calculated values
HOMO energy ... -9.3218 eV
Strongest force on any atom ... 5.9 eV Å⁻¹
Relative energy (zero: lowest compared OMol25 entry of this formula, charge and spin) ... 111.4 kcal/mol
Frontier orbital gap ... 9.468 eV
Energy ... -28369.5054 eV

What did the third record say?
Density functional theory data (the ωB97M-V functional and the def2-TZVPD basis) for a structure of composition C5H8Cl at a distorted geometry.

Structure (XYZ):
```
14
Properties=species:S:1:pos:R:3:forces:R:3:mulliken_spin:R:1
Cl 2.83702 0.15052 -1.40977 1.3 -0.4 -1.2 0.3694
H 1.79860 0.68099 -0.65542 -0.5 0.5 0.8 -0.0412
C 1.16922 0.86334 0.53483 -0.3 0.4 1.2 0.6128
H 1.82522 0.37916 1.25754 0.4 0.1 -0.4 -0.0022
H 1.07558 1.94518 0.70884 0.3 -0.4 -0.3 -0.0015
C -0.13302 0.17172 0.43753 -1.8 0.4 2.1 -0.0035
C -1.00716 0.49048 1.44100 0.9 -0.5 -1.5 0.0552
C -0.31526 -0.77969 -0.63737 -0.2 -1.1 -1.7 0.0178
C -1.43356 -1.22478 -1.24650 0.4 0.3 0.3 -0.0154
H -2.01745 0.08281 1.49770 0.4 0.0 0.2 0.0105
H -0.61628 1.15601 2.20832 -0.6 0.0 -0.1 -0.0022
H 0.63015 -1.13384 -1.07726 -0.5 0.5 -0.1 0.0000
H -1.39376 -1.65086 -2.26500 0.1 -0.3 1.0 0.0005
H -2.41931 -1.13105 -0.79445 0.1 0.5 -0.3 -0.0002
```
Forces are in eV/Å.

Calculated values
HOMO energy (alpha / beta) ... -8.9028 / -8.9198 eV
Strongest force on any atom ... 2.8 eV Å⁻¹
Relative energy (zero: lowest compared OMol25 entry of this formula, charge and spin) ... 30.3 kcal/mol
Frontier orbital gap (alpha / beta) ... 9.269 / 7.028 eV
Energy ... -17833.2956 eV
2S+1 ... 2